The following is a quantum chemistry calculation of 12 unconnected molecules or ions with the total composition C25H36F3N11O4 at a distorted geometry, from the OMol25 dataset.

## Properties
HOMO level (eV): -11.34
Relative energy (zero: lowest compared OMol25 entry of this formula, charge and spin) (eV): 0.000
Kohn-Sham gap (eV): 11.547
Structure (SMILES): O=C(O)OCOC(F)(F)F.CC#N.CC#N.CC#N.CC#N.CC#N.CC#N.CC#N.CC#N.CC#N.CC#N.CC#N

The geometry in ORCA input format:
```
! wB97M-V def2-TZVPD RIJCOSX def2/J DEFGRID3
* xyz 0 1
F -0.4181 3.3087 4.4803
F -0.7352 3.2464 2.3384
F -2.3907 2.9342 3.6869
O 0.8320 0.9366 1.9759
O -0.8329 1.3571 3.5716
O 2.7903 1.5396 2.8684
O 1.6609 -0.1991 3.7343
N -0.1099 -2.6357 1.1634
N -1.2625 0.2197 -2.7856
N 4.5745 -7.6860 -0.8966
N -3.6245 5.7870 5.8604
N -7.2769 4.2006 -3.3038
N 5.9499 -8.2948 -4.7075
N -7.1295 3.8706 2.2278
N 3.3769 -2.7689 -1.8938
N -4.9525 6.4899 0.4604
N 1.6879 2.9880 -6.5920
N 4.1170 -2.9493 2.9055
C -6.1360 4.3425 -3.2445
C -4.6854 5.9142 1.4224
C -4.6913 4.5194 -3.1481
C -5.7818 4.4808 6.5330
C -7.9582 4.2102 -0.2208
C 0.5742 2.9055 -4.2327
C 0.4181 -3.0088 2.1195
C -1.0888 2.6911 3.5061
C 0.5123 -1.6924 -2.8846
C 3.0545 -3.7661 -1.4139
C 4.9554 -1.2645 1.0994
C 6.9313 -6.9754 -1.7620
C 6.3150 -7.6363 -5.5787
C -7.5259 4.0174 1.1570
C -4.3454 5.1437 2.6120
C -0.5147 0.7046 2.3604
C 6.7778 -6.8095 -6.6886
C 4.4858 -2.1814 2.1311
C -0.4830 -0.6274 -2.8288
C 1.1072 -3.4784 3.3136
C 1.1972 2.9517 -5.5514
C -4.5769 5.2123 6.1573
C 2.6487 -5.0275 -0.8071
C 1.7326 0.6919 2.9576
C 5.6132 -7.3731 -1.2830
H 4.5340 -0.2723 1.2439
H 1.3359 3.0031 -3.4612
H 0.0566 -2.6304 -2.5723
H 2.5118 2.4191 3.1710
H 0.8785 -1.7919 -3.9050
H -0.1399 3.7206 -4.1320
H -7.1811 4.7305 -0.7707
H 1.3473 -1.4685 -2.2282
H -4.3083 3.9601 -2.2964
H 7.6876 -7.6441 -1.3554
H 0.5329 -3.2095 4.1988
H 6.4782 -7.2604 -7.6324
H -0.6624 -0.3648 2.5282
H 7.1456 -5.9569 -1.4413
H 1.7952 -5.4372 -1.3443
H 2.0953 -3.0057 3.3472
H 3.4720 -5.7412 -0.8528
H -3.3491 4.7262 2.5008
H 7.8627 -6.7281 -6.6610
H -4.4591 5.5742 -3.0132
H 2.3696 -4.8599 0.2320
H -8.1470 3.2482 -0.6915
H 6.3423 -5.8149 -6.6145
H 4.6599 -1.6380 0.1190
H -4.3646 5.7778 3.4946
H -6.3849 4.2877 5.6462
H 6.0409 -1.1965 1.1437
H -1.1569 1.0097 1.5327
H 0.0526 1.9597 -4.0980
H 1.2306 -4.5591 3.2785
H 6.9536 -7.0287 -2.8468
H -5.0671 4.3380 2.7335
H -6.3632 5.0676 7.2412
H -8.8681 4.8063 -0.2482
H -4.2153 4.1574 -4.0577
H -5.5083 3.5329 6.9923
*
```

The following is a quantum chemistry calculation of a molecular structure, C25H36N5NdO3S at a distorted geometry, from the OMol25 dataset.

## Properties
HOMO level (spin up / spin down) (eV): -6.51 / -6.52
Relative energy (zero: lowest compared OMol25 entry of this formula, charge and spin) (eV): 1.346
Kohn-Sham gap (spin up / spin down) (eV): 6.900 / 6.905

The geometry in ORCA input format:
```
! wB97M-V def2-TZVPD RIJCOSX def2/J DEFGRID3
* xyz 0 4
Nd 0.6302 -0.3009 0.1430
S 1.0444 -1.2592 -2.5419
O 0.6145 0.3012 2.7760
O 0.7686 -2.6521 0.7458
O 2.6326 -1.6085 0.2801
N -1.8303 -0.7320 -1.2040
N -1.9235 1.2891 0.8326
N -1.5348 -1.4394 1.4641
N -0.5492 1.6568 -1.6840
N 1.4499 1.1467 4.7202
C -2.2010 -2.3553 0.5400
C 4.0395 1.3192 3.8734
C -1.2814 2.7409 -1.0477
C 2.6422 -5.4797 -2.2015
C 2.3180 -4.9381 -3.4375
C -1.2579 1.0138 -2.7822
C 2.4817 -4.7159 -1.0551
C 3.1015 2.4871 3.5072
C 1.7627 2.4975 4.2745
C 2.2846 1.6700 -0.0759
C -2.9874 0.5523 1.4978
C 1.8206 -2.5332 0.0569
C -3.8350 -2.0175 -1.3623
C -2.4212 2.2071 -0.1805
C 2.5018 -0.8070 3.7839
C 2.0127 -3.4188 -1.1341
C 1.3988 0.2061 3.7124
C -2.6442 -1.6730 -0.7290
C -4.1932 -1.3489 -2.5211
C 1.6672 -2.8655 -2.3787
C -2.1873 -0.0679 -2.3010
C -2.4232 -0.6347 2.2881
C 3.7196 -0.0374 3.2194
C 1.8286 -3.6527 -3.5232
C -3.3578 -0.3528 -2.9968
H 5.0353 1.6015 3.5230
H 0.9535 2.8406 3.6285
H 3.5480 0.1022 2.1482
H -3.0579 -2.8681 1.0076
H -3.1170 1.6603 -0.8197
H -0.5132 0.5138 -3.4104
H 3.6233 3.4264 3.6962
H 3.2582 1.5398 0.4154
H -1.8122 1.7396 -3.4001
H 2.2989 -1.6656 3.1423
H -2.9721 3.0553 0.2558
H -1.7080 3.4416 -1.7863
H 1.9762 2.6958 0.1756
H 4.5938 -0.6810 3.3288
H 1.8066 3.1364 5.1581
H -3.2699 -1.2221 2.6827
H -4.4759 -2.7827 -0.9522
H 2.0887 0.8736 5.4585
H -5.1180 -1.5789 -3.0301
H -3.5827 1.1876 2.1774
H 1.5669 -3.2144 -4.4757
H -0.9361 -2.0000 2.0682
H -1.8425 -0.2571 3.1329
H -1.3969 1.8118 1.5309
H 2.5445 1.7017 -1.1485
H 3.0236 -6.4873 -2.1276
H 4.1128 1.2104 4.9617
H 0.3317 2.0178 -2.0380
H 2.4468 -5.5224 -4.3387
H 2.6920 -1.1382 4.8060
H -3.6032 0.1987 -3.8931
H -3.6658 0.1729 0.7290
H -1.4522 -3.1083 0.2624
H 2.8930 2.4265 2.4397
H -0.5775 3.2893 -0.4168
H 2.7294 -5.1250 -0.0853
*
```

The following is a quantum chemistry calculation of a molecular structure, C25H36NO2Tl at a distorted geometry, from the OMol25 dataset.

## Properties
HOMO level (spin up / spin down) (eV): -6.35 / -6.35
Relative energy (zero: lowest compared OMol25 entry of this formula, charge and spin) (eV): 0.000
Kohn-Sham gap (spin up / spin down) (eV): 4.326 / 4.235

The geometry in ORCA input format:
```
! wB97M-V def2-TZVPD RIJCOSX def2/J DEFGRID3
* xyz 0 1
Tl 1.7468 0.6200 0.5780
O -1.6987 0.5218 -0.1554
O -4.2734 -2.1153 -1.2157
N 2.8013 2.8711 1.6566
C 2.7662 4.7922 2.8847
C 2.0031 1.0854 -2.6841
C -5.7267 -2.1143 -3.1885
C -4.4304 -4.1711 -2.5594
C 3.4019 1.2876 -2.4853
C -1.2478 -0.7205 -0.7819
C 3.0479 -1.5555 2.5084
C -5.1764 -2.4463 -0.1054
C -6.1370 -3.2614 -0.9228
C 4.1094 4.4360 2.6710
C 3.5811 2.5778 -1.8988
C 4.1057 3.2357 1.8973
C 2.6430 -2.2488 1.3186
C -1.7322 -1.9538 0.0493
C 3.6332 -2.0130 0.3144
C 1.3182 2.2518 -2.2225
C -2.0946 0.1058 1.1926
C 5.3094 2.5036 1.4393
C 4.3132 -0.9518 2.2514
C -5.1385 -2.9317 -2.0564
C -2.7057 -1.2781 1.0109
C 4.6608 -1.2106 0.8884
C 1.9727 3.8106 2.2183
C 0.4939 3.8136 2.1492
C 2.2945 3.1789 -1.7568
H -0.8755 -2.3927 0.5912
H -1.2208 0.0068 1.8811
H 0.1240 4.8314 1.9629
H -6.1936 -1.2008 -2.8072
H -7.1103 -2.8055 -1.0332
H 5.0144 4.8993 3.0416
H 0.2424 2.4166 -2.2461
H -4.6310 -3.0100 0.6521
H -3.9814 -4.7322 -1.7307
H -2.8097 0.8683 1.5651
H -3.6407 -3.9002 -3.2722
H -5.6568 -1.5689 0.3364
H -3.6104 -1.0569 0.4385
H 2.5118 -1.5125 3.4574
H 4.2073 0.6129 -2.7776
H -0.1331 -0.7240 -0.8214
H 5.5758 -0.8765 0.3938
H 4.5380 3.0365 -1.6436
H -2.2452 -2.7003 -0.5565
H 3.6262 -2.4040 -0.7031
H 5.3348 1.4601 1.7856
H 1.5495 0.2174 -3.1590
H 4.9387 -0.4435 2.9880
H -6.4790 -2.7010 -3.7319
H 5.3905 2.4918 0.3429
H -5.1512 -4.8264 -3.0711
H -6.2023 -4.2965 -0.6169
H 2.3627 5.6346 3.4283
H 1.7620 -2.8803 1.1966
H -1.6556 -0.7558 -1.8100
H 6.2124 3.0090 1.8173
H 0.0928 3.1503 1.3674
H -4.9273 -1.8352 -3.8839
H 2.0989 4.1879 -1.3973
H -2.9502 -1.8506 1.9019
H 0.0510 3.5311 3.1185
*
```

The following is a quantum chemistry calculation of a molecular structure, C25H37BClN5OPtSSi, from the OMol25 dataset.

## Properties
HOMO level (spin up / spin down) (eV): -12.98 / -13.93
Relative energy (zero: lowest compared OMol25 entry of this formula, charge and spin) (eV): 1.474
Kohn-Sham gap (spin up / spin down) (eV): 6.785 / 3.921

The geometry in ORCA input format:
```
! wB97M-V def2-TZVPD RIJCOSX def2/J DEFGRID3
* xyz 2 5
Pt -2.1631 1.9837 -0.8737
Cl -3.1883 -0.7445 5.6870
S -1.3891 4.4506 -0.8657
Si 1.5828 6.2050 -1.0641
O 0.6456 -5.2810 0.6916
N -1.8230 -0.3745 -0.9082
N -1.8846 -2.4567 -1.6854
N -1.3166 -2.4382 -0.4672
N -0.0334 2.2904 -1.0192
N -4.0868 1.8671 -0.8082
C -2.1867 -1.2061 -1.9203
C 0.8983 6.8323 0.5793
C 0.6477 -3.9686 0.1680
C -2.0440 -2.8631 4.5107
C 1.2037 -3.3620 2.6440
C 2.3127 2.0559 -1.2306
C -1.9633 -1.4808 4.7942
C -1.2882 -1.1818 -0.0079
C 2.6868 -4.6714 -1.1809
C 0.0759 -2.7005 3.3486
C 1.0340 1.5198 -1.1389
C -0.8736 -3.6755 0.1474
C 0.6311 6.8938 -2.5398
C 1.3321 -3.9520 -1.2572
C 0.1273 3.6420 -0.9952
C -1.0374 -3.4545 3.8020
C 0.4522 -4.7127 -2.2586
C 3.4226 6.5439 -1.2138
C 2.4764 3.4313 -1.1984
C 1.3766 4.2844 -1.0809
C -0.8626 -0.7058 4.3525
C -5.2572 1.8273 -0.7781
C 1.3937 -3.0080 1.1373
C 0.1309 -1.3109 3.6398
C 1.5757 -2.5261 -1.7679
B -6.7532 1.7175 -0.7050
H 0.9883 -0.7315 3.3193
H 1.0131 -4.8691 -3.1807
H -7.0569 1.1771 0.3223
H 0.1728 -5.6912 -1.8665
H 0.8622 0.4511 -1.1804
H 3.1692 -4.6118 -2.1559
H 0.6465 -1.9745 -1.9139
H 2.0639 -2.5838 -2.7413
H 3.3735 -4.2221 -0.4599
H 2.1203 -3.0596 3.1617
H 2.2357 -1.9564 -1.1091
H 2.4600 -3.0830 0.9334
H 1.4267 6.3794 1.4207
H -2.8847 -3.4426 4.8683
H -0.4321 6.6696 -2.4620
H -1.2141 -3.7021 1.1821
H -0.1636 6.6104 0.6759
H -1.3700 -4.4823 -0.3835
H 3.4739 3.8466 -1.2738
H -7.1550 1.2444 -1.7449
H 0.7411 7.9778 -2.5909
H -1.0767 -4.5184 3.6034
H -0.8108 0.3455 4.6020
H 1.5416 -5.6353 0.7003
H 2.5776 -5.7337 -0.9560
H 1.0206 7.9137 0.6540
H 3.8272 6.1469 -2.1471
H -0.4474 -4.1569 -2.5139
H 1.0070 6.4761 -3.4756
H -0.9294 -0.8817 0.9615
H 3.1639 1.3974 -1.3360
H 1.1071 -4.4415 2.7413
H 3.6110 7.6180 -1.2082
H 1.1053 -1.9745 0.9362
H -2.6718 -0.8754 -2.8234
H 3.9779 6.1108 -0.3789
H -7.3289 2.7924 -0.7176
*
```